Below is a 12-piece molecular cluster, C48H100F12O16 overall, with properties calculated with wB97M-V/def2-TZVPD.

Results
- max |F| (Eh/bohr) = 0.0930
- E_LUMO (Eh) = 0.0120
- energy (hartree) = -4290.9656
- orbital gap (eV) = 9.93
- highest occupied orbital energy (eV) = -9.60

Last column: Löwdin charge in e.
Geometry (Å):
C: -0.129 1.925 4.116  -0.08
C: 0.995 1.615 5.075  -0.29
O: 0.668 2.092 6.363  -0.13
C: 1.656 1.882 7.341  -0.30
C: 1.077 2.443 8.644  -0.07
H: -0.003 1.442 3.147  0.07
H: -1.114 1.648 4.493  0.05
H: -0.220 3.010 4.075  0.08
H: 1.092 0.533 4.989  0.10
H: 1.858 2.028 4.553  0.11
H: 1.904 0.834 7.511  0.11
H: 2.574 2.420 7.105  0.12
H: 1.187 3.525 8.570  0.08
H: 1.772 2.186 9.443  0.07
H: 0.126 1.943 8.825  0.08
C: 6.549 2.481 -2.543  -0.06
C: 5.168 2.997 -2.975  -0.31
O: 4.467 3.310 -1.854  -0.16
C: 3.161 3.851 -2.051  -0.25
C: 2.267 3.862 -0.818  -0.06
H: 6.602 1.609 -1.890  0.05
H: 7.184 2.245 -3.396  0.08
H: 6.972 3.262 -1.911  0.07
H: 5.340 3.827 -3.659  0.12
H: 4.580 2.268 -3.534  0.11
H: 3.203 4.909 -2.311  0.11
H: 2.598 3.433 -2.886  0.12
H: 2.862 4.178 0.039  0.07
H: 1.870 2.866 -0.622  0.06
H: 1.462 4.589 -0.922  0.06
C: 5.309 -0.835 -3.210  -0.05
C: 4.939 -2.129 -2.419  -0.28
O: 5.758 -3.218 -2.828  -0.15
C: 5.611 -4.412 -2.037  -0.28
C: 6.571 -5.471 -2.506  -0.08
H: 6.392 -0.725 -3.155  0.08
H: 4.863 -1.011 -4.189  0.07
H: 4.768 0.040 -2.850  0.05
H: 5.027 -1.890 -1.359  0.10
H: 3.873 -2.311 -2.554  0.11
H: 5.855 -4.183 -1.000  0.12
H: 4.601 -4.820 -2.038  0.08
H: 6.520 -6.268 -1.765  0.08
H: 7.581 -5.103 -2.326  0.08
H: 6.467 -5.837 -3.528  0.08
C: -3.054 -3.238 4.011  -0.05
C: -2.954 -1.838 4.610  -0.25
O: -4.199 -1.104 4.455  -0.16
C: -4.126 0.131 5.102  -0.31
C: -5.150 1.025 4.492  -0.07
H: -2.134 -3.812 4.125  0.06
H: -3.942 -3.772 4.351  0.08
H: -3.196 -3.159 2.933  0.05
H: -2.744 -1.845 5.680  0.11
H: -2.149 -1.257 4.159  0.09
H: -4.324 -0.125 6.143  0.12
H: -3.140 0.587 5.019  0.10
H: -5.097 1.052 3.403  0.07
H: -5.141 2.057 4.843  0.07
H: -6.122 0.590 4.727  0.09
C: -3.231 1.111 -7.179  -0.07
C: -1.907 0.588 -6.684  -0.31
O: -1.750 0.564 -5.321  -0.16
C: -1.674 1.818 -4.694  -0.26
C: -1.340 1.524 -3.226  -0.05
H: -3.323 2.196 -7.136  0.07
H: -3.439 0.871 -8.221  0.08
H: -4.056 0.734 -6.575  0.07
H: -1.788 -0.460 -6.961  0.12
H: -1.098 1.115 -7.189  0.12
H: -0.863 2.439 -5.074  0.12
H: -2.644 2.308 -4.784  0.09
H: -0.976 2.451 -2.784  0.07
H: -0.636 0.702 -3.096  0.09
H: -2.198 1.310 -2.589  0.04
C: -3.518 -3.795 0.137  -0.08
C: -3.811 -3.979 -1.319  -0.27
O: -3.688 -2.706 -1.934  -0.17
C: -3.925 -2.793 -3.314  -0.28
C: -4.091 -1.331 -3.642  -0.07
H: -4.025 -4.587 0.688  0.08
H: -2.449 -3.796 0.350  0.05
H: -3.953 -2.882 0.543  0.07
H: -3.074 -4.648 -1.761  0.11
H: -4.764 -4.439 -1.580  0.12
H: -3.111 -3.239 -3.885  0.12
H: -4.815 -3.376 -3.551  0.12
H: -3.228 -0.717 -3.383  0.06
H: -4.969 -0.870 -3.189  0.08
H: -4.297 -1.240 -4.708  0.07
C: 1.909 -6.418 -5.080  -0.08
C: 2.370 -6.077 -3.659  -0.29
O: 1.238 -5.603 -2.968  -0.17
C: 1.428 -5.403 -1.541  -0.23
C: 0.150 -4.750 -1.043  -0.06
H: 2.738 -6.772 -5.694  0.07
H: 1.149 -7.198 -5.025  0.08
H: 1.557 -5.553 -5.641  0.07
H: 2.706 -7.018 -3.221  0.12
H: 3.194 -5.368 -3.739  0.10
H: 1.571 -6.393 -1.108  0.12
H: 2.328 -4.818 -1.356  0.10
H: 0.024 -3.738 -1.428  0.07
H: 0.227 -4.527 0.021  0.05
H: -0.708 -5.357 -1.331  0.08
C: -5.459 1.759 -0.666  -0.05
C: -5.760 2.840 0.412  -0.20
O: -4.660 2.832 1.392  -0.21
C: -4.812 3.775 2.402  -0.31
C: -3.484 3.971 3.105  -0.05
H: -4.453 1.923 -1.052  0.05
H: -5.507 0.779 -0.191  0.07
H: -6.155 1.779 -1.504  0.08
H: -5.762 3.824 -0.057  0.09
H: -6.718 2.696 0.912  0.12
H: -5.334 4.675 2.077  0.12
H: -5.459 3.320 3.152  0.09
H: -2.708 4.526 2.578  0.06
H: -3.067 2.980 3.283  0.05
H: -3.751 4.383 4.079  0.09
C: -1.584 5.469 -0.225  -0.02
C: -2.761 4.576 -0.721  -0.17
O: -2.775 4.663 -2.160  0.02
C: -3.877 4.939 -2.807  -0.34
O: -4.897 5.229 -2.189  0.11
C: -3.814 4.969 -4.403  -0.54
F: -4.164 6.142 -4.829  0.21
F: -2.584 4.623 -4.891  0.13
F: -4.702 4.107 -4.884  0.17
H: -0.747 5.102 -0.819  0.05
H: -1.495 5.344 0.854  0.06
H: -1.645 6.533 -0.455  0.08
H: -3.725 4.843 -0.288  0.10
H: -2.644 3.560 -0.344  0.11
C: 5.037 1.465 0.918  -0.06
C: 5.238 2.431 2.037  -0.23
O: 5.277 3.789 1.653  0.00
C: 6.452 4.420 1.266  -0.29
O: 7.543 3.877 1.308  0.14
C: 6.188 5.825 0.608  -0.52
F: 6.956 6.010 -0.509  0.15
F: 4.878 5.947 0.334  0.15
F: 6.457 6.763 1.491  0.18
H: 4.745 0.473 1.262  0.08
H: 5.907 1.333 0.274  0.07
H: 4.229 1.842 0.291  0.06
H: 6.091 2.122 2.641  0.13
H: 4.368 2.294 2.678  0.12
C: 1.199 -2.668 4.313  -0.05
C: 1.694 -3.832 3.426  -0.19
O: 0.584 -4.713 3.249  0.01
C: 0.650 -5.846 2.544  -0.35
O: 1.691 -6.357 2.165  0.14
C: -0.777 -6.506 2.368  -0.52
F: -1.707 -5.594 2.085  0.15
F: -0.737 -7.428 1.381  0.15
F: -1.136 -7.101 3.519  0.16
H: 1.101 -2.953 5.361  0.08
H: 0.256 -2.315 3.896  0.06
H: 1.954 -1.893 4.455  0.07
H: 2.571 -4.332 3.836  0.13
H: 2.020 -3.414 2.473  0.11
C: -2.664 0.343 1.431  -0.03
C: -2.182 -0.146 0.067  -0.20
O: -0.773 -0.152 -0.106  0.01
C: 0.007 -1.182 0.425  -0.23
O: -0.385 -2.199 1.059  0.09
C: 1.571 -0.921 0.330  -0.50
F: 2.081 -0.591 1.516  0.16
F: 2.166 -2.051 -0.153  0.13
F: 1.780 0.090 -0.532  0.15
H: -2.428 1.393 1.605  0.06
H: -2.140 -0.214 2.208  0.06
H: -3.748 0.244 1.487  0.08
H: -2.649 0.545 -0.634  0.09
H: -2.495 -1.173 -0.121  0.10